# 1
Formula: C25H37F2N4O9S2
Source: the Open Molecules 2025 dataset
Level of theory: the ωB97M-V functional and the def2-TZVPD basis

Results
* E_LUMO: 1.8 eV
* F_max: 5.788 eV Å⁻¹

```
! RIJCOSX wB97M-V def2-TZVPD def2/J DEFGRID3
* xyz -1 1
C -5.88 0.71 2.52
C -5.32 -0.08 1.56
C -4.38 0.39 0.53
C -4.86 0.56 -0.65
C -4.04 1.01 -1.66
C -2.80 1.28 -1.42
C -1.91 1.76 -2.52
C -1.08 0.56 -2.99
O 0.20 1.01 -3.49
C 1.14 0.05 -3.38
O 0.91 -1.13 -3.53
C -2.25 1.11 -0.17
N -0.96 1.42 0.06
C -0.57 1.24 1.26
C 0.84 1.62 1.58
C 0.99 3.16 1.35
C 1.78 3.83 2.44
C 3.27 3.40 2.39
C 4.06 4.53 1.74
O 5.35 4.20 1.28
C 5.40 3.15 0.35
C 4.45 3.27 -0.82
C -1.40 0.71 2.26
O -0.92 0.52 3.52
C -0.08 -0.63 3.63
C -0.56 -1.88 2.89
N 0.30 -2.07 1.73
C 0.55 -3.43 1.32
C 1.83 -3.53 0.54
C 2.39 -4.96 0.53
O 1.64 -3.03 -0.78
N -2.62 0.41 2.06
C -3.06 0.64 0.81
H -5.36 1.07 3.39
H -6.93 0.99 2.47
H -5.61 -1.13 1.55
H -5.89 0.32 -0.80
H -4.44 1.13 -2.64
H -2.47 2.18 -3.34
H -1.21 2.47 -2.12
H -0.92 -0.09 -2.15
H -1.59 0.04 -3.78
H 2.16 0.39 -3.18
H 1.48 1.14 0.85
H 1.10 1.41 2.59
H 1.38 3.37 0.37
H -0.02 3.56 1.34
H 1.73 4.90 2.24
H 1.36 3.66 3.42
H 3.61 3.29 3.41
H 3.30 2.47 1.84
H 3.45 5.02 0.98
H 4.20 5.28 2.50
H 6.41 3.15 -0.05
H 5.28 2.19 0.84
H 4.74 2.67 -1.66
H 3.47 2.93 -0.50
H 4.30 4.30 -1.12
H 0.94 -0.46 3.32
H -0.05 -0.86 4.69
H -0.40 -2.72 3.54
H -1.63 -1.87 2.67
H 0.02 -1.51 0.94
H -0.25 -3.75 0.65
H 0.62 -4.12 2.15
H 2.60 -2.90 0.98
H 2.62 -5.28 -0.47
H 1.69 -5.68 0.93
H 3.32 -5.01 1.07
H 1.46 -3.76 -1.37
N -0.99 -4.21 -4.66
S -1.67 -4.98 -3.46
O -2.47 -6.10 -3.82
O -2.11 -4.18 -2.37
F -0.34 -5.67 -2.88
S -2.01 -3.42 -5.57
O -1.43 -3.01 -6.80
O -2.85 -2.47 -4.91
F -3.03 -4.56 -6.03
*
```

# 2
Formula: C28H78N2O30S8
Source: the Open Molecules 2025 dataset
Level of theory: the ωB97M-V functional and the def2-TZVPD basis

Results
* E_LUMO: 0.2 eV
* F_max: 2.483 eV Å⁻¹

```
! RIJCOSX wB97M-V def2-TZVPD def2/J DEFGRID3
* xyz 0 1
C 0.76 3.35 5.35
C 0.64 1.96 4.76
O -0.65 1.45 5.15
S -1.29 0.26 4.27
C -2.25 1.25 3.13
O -0.23 -0.43 3.59
O -2.20 -0.44 5.12
H -0.12 3.96 5.14
H 1.64 3.89 5.00
H 0.89 3.31 6.43
H 0.71 2.07 3.68
H 1.38 1.30 5.20
H -1.61 1.78 2.43
H -2.88 1.90 3.73
H -2.93 0.63 2.55
C -2.69 -4.56 6.33
C -2.47 -3.52 5.24
O -2.61 -4.16 3.97
S -3.45 -3.38 2.85
C -5.14 -3.62 3.47
O -3.04 -2.00 2.84
O -3.34 -4.16 1.63
H -2.47 -4.24 7.34
H -1.99 -5.39 6.16
H -3.67 -5.04 6.26
H -3.21 -2.74 5.41
H -1.46 -3.13 5.35
H -5.24 -4.71 3.49
H -5.81 -3.25 2.70
H -5.28 -3.14 4.44
C -0.31 -3.03 -4.22
C -1.40 -3.39 -3.23
O -2.61 -2.69 -3.52
S -3.83 -3.63 -4.08
C -4.94 -2.25 -4.36
O -3.34 -4.17 -5.33
O -4.29 -4.43 -2.99
H 0.68 -3.37 -3.90
H -0.28 -1.99 -4.53
H -0.51 -3.53 -5.18
H -1.52 -4.48 -3.32
H -1.06 -3.24 -2.21
H -5.07 -1.86 -3.35
H -5.87 -2.65 -4.74
H -4.41 -1.57 -5.02
C 4.81 3.47 -0.32
C 5.99 4.40 -0.41
O 6.28 4.95 0.89
S 5.55 6.34 1.31
C 6.60 7.50 0.42
O 4.25 6.41 0.72
O 5.71 6.47 2.73
H 3.85 3.91 -0.06
H 5.01 2.72 0.46
H 4.62 2.82 -1.18
H 6.89 3.89 -0.74
H 5.78 5.23 -1.09
H 7.63 7.18 0.59
H 6.48 8.44 0.96
H 6.35 7.54 -0.63
C 2.88 -0.29 0.30
C 1.39 -0.14 0.62
O 0.68 -0.25 -0.62
S -0.96 -0.15 -0.56
C -1.26 -1.54 0.52
O -1.33 1.08 0.11
O -1.44 -0.42 -1.88
H 3.52 -0.29 1.18
H 3.17 0.58 -0.30
H 3.11 -1.18 -0.28
H 1.16 -0.94 1.32
H 1.08 0.78 1.11
H -0.81 -1.37 1.49
H -0.83 -2.39 -0.03
H -2.32 -1.73 0.59
C -6.62 -3.88 -0.14
C -6.06 -2.48 -0.32
O -6.19 -1.80 0.93
S -5.68 -0.25 0.98
C -6.95 0.54 -0.11
O -5.87 0.27 2.31
O -4.40 -0.19 0.32
H -6.58 -4.43 -1.08
H -7.63 -3.94 0.28
H -5.94 -4.47 0.48
H -5.01 -2.54 -0.60
H -6.56 -1.99 -1.16
H -7.91 0.16 0.21
H -6.68 0.34 -1.14
H -6.79 1.59 0.10
C 3.54 -3.26 -2.43
C 4.79 -2.57 -2.98
O 5.05 -1.42 -2.20
S 6.45 -0.59 -2.53
C 5.80 0.50 -3.79
O 6.82 0.12 -1.33
O 7.41 -1.49 -3.11
H 3.38 -4.12 -3.09
H 2.70 -2.58 -2.55
H 3.68 -3.52 -1.39
H 5.67 -3.22 -3.01
H 4.67 -2.33 -4.05
H 6.68 0.95 -4.24
H 5.22 1.32 -3.37
H 5.17 -0.09 -4.44
C -0.85 5.47 -3.85
C 0.00 4.48 -4.59
O 0.98 3.94 -3.68
S 1.91 2.71 -4.24
C 0.81 1.27 -3.91
O 2.04 2.93 -5.65
O 3.06 2.56 -3.39
H -0.40 6.36 -3.46
H -1.31 4.89 -3.04
H -1.66 5.68 -4.56
H -0.60 3.67 -5.00
H 0.55 4.89 -5.44
H 0.83 1.15 -2.83
H 1.23 0.46 -4.50
H -0.17 1.58 -4.26
C 4.00 -2.25 3.97
N 3.70 -0.91 4.55
O 4.13 0.06 3.93
O 3.13 -0.84 5.62
H 4.99 -2.50 4.34
H 4.06 -2.05 2.90
H 3.21 -2.91 4.30
C 0.91 3.41 -0.46
N 0.10 3.63 0.76
O -0.93 4.25 0.67
O 0.53 3.22 1.83
H 0.33 2.81 -1.16
H 1.89 2.97 -0.29
H 1.03 4.41 -0.87
C 0.68 -4.23 1.94
O 2.07 -4.47 2.17
H 0.52 -4.02 0.89
H 0.21 -5.15 2.32
H 0.24 -3.45 2.57
H 2.19 -4.69 3.10
C -3.57 2.03 -2.84
O -3.41 0.80 -3.54
H -2.64 2.59 -2.86
H -4.35 2.58 -3.37
H -3.92 1.86 -1.82
H -2.75 0.26 -3.09
*
```

# 3
Formula: C53H40BrCrN6O2
Source: the Open Molecules 2025 dataset
Level of theory: the ωB97M-V functional and the def2-TZVPD basis

Results
* E_LUMO (spin up / spin down): -2.2 / -2.2 eV
* F_max: 3.676 eV Å⁻¹
* energy above the lowest of the compared OMol25 structures with the same formula, charge and spin: 0.0 kJ/mol

```
! RIJCOSX wB97M-V def2-TZVPD def2/J DEFGRID3
* xyz 0 4
Cr 0.23 -0.48 -0.33
C -1.70 -4.36 6.11
C -0.50 -4.55 5.47
C -0.16 -3.97 4.23
C -1.10 -3.11 3.69
C -2.40 -3.14 4.18
C -2.74 -3.68 5.41
C -0.86 -2.30 2.47
C 0.11 -2.84 1.56
C 0.20 -4.25 1.33
C 1.25 -4.45 0.42
C 1.63 -3.12 -0.03
N 0.83 -2.18 0.66
C 2.73 -2.83 -0.79
C 3.08 -1.48 -0.98
C 4.36 -0.97 -1.30
C 4.29 0.42 -1.34
C 2.92 0.81 -1.16
C 2.33 2.11 -1.11
C 3.22 3.30 -0.92
C 4.40 3.12 -0.16
C 5.36 4.12 0.00
C 5.07 5.40 -0.46
C 3.96 5.60 -1.23
C 2.95 4.64 -1.34
C 0.91 2.31 -1.34
N -0.05 1.64 -0.54
C -1.29 2.38 -0.64
C -2.51 2.26 0.21
C -3.21 3.59 0.58
C -3.02 4.30 1.80
C -3.55 5.60 2.02
C -4.35 6.15 1.03
C -4.64 5.50 -0.12
C -4.04 4.25 -0.36
C -2.80 0.08 0.62
C -3.78 -0.53 1.65
C -2.74 -0.50 2.79
C -1.62 -1.20 2.03
N -1.62 -0.87 0.66
C -1.20 3.21 -1.73
C 0.15 3.17 -2.15
N 2.19 -0.40 -1.00
C 3.63 -3.94 -1.39
C 4.14 -3.72 -2.66
C 5.14 -4.58 -3.21
C 5.54 -5.69 -2.52
C 4.82 -6.05 -1.38
C 4.06 -5.10 -0.73
H -1.98 -4.67 7.11
H 0.23 -5.21 5.85
H 0.85 -4.12 3.94
H -3.26 -2.76 3.56
H -3.74 -3.58 5.85
H -0.42 -5.00 1.82
H 1.71 -5.39 0.15
H 5.21 -1.58 -1.49
H 5.13 1.09 -1.30
H 4.40 2.18 0.45
H 6.31 3.82 0.41
H 5.65 6.24 -0.21
H 3.73 6.53 -1.73
H 2.00 4.92 -1.81
H -2.49 3.94 2.63
H -3.36 6.16 2.95
H -4.69 7.14 1.13
H -5.33 5.95 -0.85
H -4.40 3.64 -1.20
H -4.34 -1.42 1.41
H -3.03 -0.94 3.73
H -2.00 3.84 -2.17
H 0.67 3.74 -2.90
H 3.87 -2.82 -3.18
H 5.63 -4.35 -4.16
H 6.43 -6.22 -2.84
H 4.81 -7.08 -1.09
H 3.84 -5.26 0.35
N 1.56 0.22 -4.60
C 0.30 0.10 -3.89
C 0.23 -1.36 -3.39
N -0.42 -1.40 -2.06
H 1.66 1.08 -5.15
H 1.58 -0.51 -5.28
H -0.59 0.40 -4.48
H 0.29 0.91 -3.13
H 1.28 -1.76 -3.28
H -0.29 -2.05 -4.17
H -0.52 -2.39 -1.77
H -1.46 -1.09 -2.11
Br -5.81 0.24 3.65
C -4.57 0.66 2.20
C -3.07 1.04 2.64
C -2.29 1.31 1.38
C -3.38 1.04 -0.50
C -4.75 1.35 -0.15
C -5.25 1.41 1.12
C -3.24 0.68 -2.03
O -3.60 1.63 -2.70
O -2.94 -0.47 -2.35
H -3.04 1.57 3.58
H -1.19 1.26 1.70
H -5.37 1.75 -0.96
H -6.17 1.91 1.34
*
```